Entry from OMol25: the ion CH3N2O with charge +1 in a non-equilibrium geometry (wB97M-V/def2-TZVPD).

CARTESIAN COORDINATES (ANGSTROEM)
N  -1.14706  -0.02971  -0.35485
C  -0.12951  0.49230  0.19250
N  1.10169  0.07762  0.34893
O  2.09716  0.31846  -0.28043
H  -1.13018  -0.77266  -1.00693
H  -2.15262  0.29281  -0.25173
H  1.36052  -0.37882  1.35251

Force components x, y, z for each atom (eV/Å):
-1.5 1.2 0.5
-2.0 0.3 0.4
2.3 -1.8 2.4
0.2 0.6 -0.9
0.6 -1.5 -0.7
1.8 0.4 0.1
-1.4 0.8 -1.9

Output
energy above the lowest of the compared OMol25 structures with the same formula, charge and spin: 88.8 kcal/mol
total charge: +1
HOMO (spin up / spin down): -16.2 / -16.2 eV
E: -224.20518 hartree
HOMO-LUMO gap (spin up / spin down): 9.668 / 9.662 eV